Record 1
{"formula": "C31H61FN8S3SbSe4Si4TeTi", "method": "the ωB97M-V functional and the def2-TZVPD basis", "multiplicity": 2, "total_charge": -2, "lumo_ev": [3.5, 2.9], "orbital_gap_ev": [5.4, 4.8], "homo_ev": [-1.897, -1.871], "energy_ev": -410131.1252, "fmax_ev_per_a": 3.126, "symbols": ["Ti", "S", "C", "S", "S", "C", "N", "C", "C", "N", "C", "C", "C", "C", "C", "C", "N", "C", "N", "C", "C", "N", "C", "C", "N", "C", "C", "H", "H", "H", "H", "H", "H", "H", "H", "H", "H", "H", "H", "H", "H", "H", "H", "H", "H", "H", "H", "H", "H", "H", "H", "H", "H", "H", "H", "F", "N", "C", "C", "C", "N", "C", "C", "H", "H", "H", "H", "H", "H", "C", "Si", "C", "C", "Si", "Te", "Si", "C", "C", "C", "Si", "C", "C", "C", "H", "H", "H", "H", "H", "H", "H", "H", "H", "H", "H", "H", "H", "H", "H", "H", "H", "H", "H", "H", "H", "H", "H", "H", "H", "H", "H", "Se", "Sb", "Se", "Se", "Se"], "xyz": [[-0.36571, -0.44939, -1.37031], [3.25895, -1.43317, -3.47821], [2.52047, -2.25899, -2.21786], [1.81785, -1.30969, -0.91568], [2.46801, -3.92388, -2.03968], [-1.12422, 2.77445, -4.12812], [0.10764, 2.97741, -3.40571], [0.74644, 4.24470, -3.67507], [0.71116, 2.02868, -2.62280], [0.64475, 0.72608, -2.80164], [0.44239, 0.19714, -4.06916], [0.93408, 0.86094, -5.19524], [0.60425, 0.45061, -6.46835], [-0.26123, -0.61863, -6.62642], [-0.63712, -1.36251, -5.52707], [-0.20590, -1.04543, -4.23828], [-0.47835, -1.85744, -3.12329], [-0.65519, -3.14527, -3.29116], [-0.16312, -3.87533, -4.33754], [1.06193, -3.60981, -5.04278], [-0.95579, -4.91149, -4.94839], [-1.30249, -3.88103, -2.31407], [-0.85047, -5.22624, -2.03862], [-2.69477, -3.65904, -1.98710], [1.40317, 2.53149, -1.56468], [2.58226, 1.87990, -1.04559], [0.84395, 3.57664, -0.73509], [-0.95807, 2.60472, -5.19991], [-1.76274, 3.65406, -3.99736], [-1.66023, 1.91201, -3.72136], [0.93348, 4.33434, -4.75405], [1.69626, 4.30305, -3.14668], [0.10625, 5.08065, -3.37291], [1.58802, 1.70974, -5.03978], [0.98178, 0.99245, -7.32499], [-0.63268, -0.88758, -7.60506], [-1.31114, -2.19573, -5.65007], [1.64556, -2.83235, -4.55838], [0.87170, -3.29455, -6.07464], [1.66089, -4.52503, -5.05105], [-1.94072, -4.96363, -4.49302], [-0.45895, -5.88415, -4.87550], [-1.08643, -4.67661, -6.01152], [0.21510, -5.29591, -2.25387], [-1.39397, -5.99951, -2.59398], [-1.00623, -5.41298, -0.97370], [-2.92121, -2.59465, -1.93576], [-2.91594, -4.10689, -1.01513], [-3.36674, -4.10581, -2.73295], [3.39668, 2.61467, -1.00883], [2.87450, 1.05952, -1.70179], [2.41814, 1.48048, -0.03318], [1.57507, 4.37747, -0.59330], [0.57014, 3.16164, 0.24347], [-0.05154, 3.98526, -1.19475], [-1.05164, 1.14470, -0.94100], [-2.46370, -4.11405, 3.12000], [-2.03228, -3.39258, 2.04411], [-2.76982, -2.31273, 1.54450], [-2.27263, -1.62826, 0.46507], [-1.15224, -1.95886, -0.19013], [-0.47140, -3.01629, 0.26001], [-0.86015, -3.74058, 1.36711], [-3.16652, -3.67578, 3.69151], [-1.76551, -4.63994, 3.62010], [-3.70384, -1.99557, 1.98289], [-2.80938, -0.75552, 0.10690], [0.44284, -3.28546, -0.26070], [-0.25224, -4.56224, 1.71708], [0.47744, 4.28086, 5.41484], [0.40307, 3.72721, 3.57492], [1.71122, 4.89400, 2.75992], [-1.29592, 4.31406, 2.90621], [0.73908, 1.36663, 3.37042], [0.37784, -0.02015, 1.29517], [-0.81217, 0.36959, 4.90424], [-0.49013, -1.52110, 4.99816], [-2.57873, 0.59514, 4.20449], [-0.88574, 0.93680, 6.74636], [2.99131, 0.96796, 4.04270], [4.30212, 1.84146, 2.93603], [3.37325, -0.89662, 3.86880], [3.46328, 1.46981, 5.84172], [0.32417, 5.34792, 5.54546], [1.44049, 4.03099, 5.84310], [-0.27478, 3.76572, 5.99711], [1.49570, 5.94407, 2.94284], [1.76235, 4.75473, 1.68701], [2.69890, 4.69165, 3.16036], [-1.39587, 5.39533, 2.86059], [-2.09795, 3.93815, 3.53196], [-1.47402, 3.92818, 1.90783], [-0.23001, -1.87153, 4.00308], [-1.35525, -2.08174, 5.34146], [0.34031, -1.75385, 5.65626], [-2.56330, 0.43787, 3.12868], [-2.94632, 1.60247, 4.37141], [-3.31186, -0.09027, 4.62108], [0.10761, 0.99064, 7.17608], [-1.47649, 0.26282, 7.36011], [-1.32791, 1.92253, 6.82801], [4.23108, 1.46315, 1.92180], [5.32113, 1.67514, 3.27765], [4.14139, 2.91327, 2.89493], [3.04848, -1.21552, 2.88249], [2.81847, -1.48237, 4.59350], [4.42693, -1.14213, 3.96869], [3.44181, 2.54713, 5.95663], [4.45475, 1.12905, 6.12650], [2.75514, 1.05508, 6.54853], [-5.51471, 0.04565, 0.40200], [-3.97237, 1.45113, -0.93786], [-3.92300, -1.24840, -4.22602], [-5.21254, 3.18409, -2.17013], [-2.69967, -0.15880, -2.71463]], "forces_ev_per_angstrom": [[0.9925, -0.5586, -1.0278], [0.2348, 0.1624, 0.1466], [0.2445, -0.1235, -0.7705], [0.0866, 0.0951, 0.3395], [0.0612, -0.3648, 0.1664], [-0.4347, -0.3739, -0.1174], [0.2530, -0.1744, 0.2698], [0.1395, -0.0051, 0.0026], [0.0374, 0.9397, 0.1415], [-0.4371, -0.2300, -0.3141], [0.2075, -0.2012, -0.9576], [0.0447, -0.1719, 0.0386], [-0.0426, 0.1425, -0.0775], [0.0309, -0.0815, -0.1251], [-0.1493, 0.0716, -0.0019], [0.2084, 0.5868, -0.7383], [0.4748, 0.5805, 0.3468], [0.0987, -0.6108, 0.3112], [-0.1790, 0.1330, 0.2412], [0.3608, 0.1295, -0.1152], [-0.1664, -0.0424, 0.0283], [0.0492, -0.2535, -0.5678], [0.1799, -0.1071, -0.0128], [-0.3585, 0.3447, 0.0852], [-0.3206, -0.2887, -0.2091], [0.4566, -0.1747, 0.1543], [-0.0333, 0.0660, 0.0077], [0.0542, 0.0635, 0.1218], [0.0538, -0.0667, 0.0486], [0.0976, 0.1684, -0.1433], [-0.0245, 0.0002, 0.0647], [-0.0394, 0.0657, -0.0533], [0.0519, -0.0377, 0.0191], [-0.0182, 0.0072, -0.0503], [0.0150, 0.0256, -0.0640], [0.0005, -0.0532, -0.0743], [-0.0118, -0.0135, -0.0316], [0.0001, -0.0838, -0.0157], [-0.0946, -0.0374, 0.0048], [0.0011, 0.0333, 0.0315], [-0.0342, -0.0284, 0.0044], [-0.0203, -0.0325, 0.0139], [-0.0203, 0.0016, 0.0185], [-0.0679, -0.0665, 0.0437], [-0.0868, -0.0043, -0.0361], [0.0411, -0.0364, 0.0095], [-0.0274, -0.2431, -0.0843], [0.1395, 0.0255, 0.0386], [0.1054, 0.0331, 0.0541], [-0.0106, 0.0388, 0.0222], [-0.0468, 0.0672, 0.0677], [0.0176, 0.1106, -0.3250], [0.0060, 0.0505, 0.0201], [0.0726, -0.0089, -0.0908], [-0.0377, -0.0143, 0.0422], [-0.6505, 1.0145, 0.1115], [-0.1665, -0.1835, 0.2695], [0.0574, 0.2840, -0.4732], [0.2385, -0.1947, -0.0471], [-0.5275, 0.0170, 0.1160], [-0.6205, -0.8259, 0.5040], [0.2471, -0.6688, 0.3554], [-0.1791, 0.1695, -0.1451], [0.0640, -0.0272, 0.0760], [-0.0713, 0.0632, 0.0267], [-0.0838, 0.1205, 0.0322], [0.0234, -0.2698, 0.1068], [-0.1280, 0.0734, 0.0106], [0.1012, -0.0753, -0.0682], [-0.0423, -0.4843, -0.5200], [-0.1777, 1.1818, -0.0157], [-0.3096, -0.7192, 0.1327], [0.5254, -0.4545, 0.1482], [-0.0401, 0.4173, 0.0079], [0.7493, 0.4422, 3.0026], [-0.7713, -0.6661, 0.2825], [0.1471, 0.6338, -0.2891], [0.7062, 0.0612, -0.0325], [0.2701, 0.0946, -0.7253], [1.0774, -0.4046, 0.0226], [-0.7103, -0.1518, 0.2064], [-0.3537, 0.5522, -0.0416], [-0.4743, -0.0558, -0.5784], [-0.0513, 0.2477, -0.1915], [0.3106, -0.0883, 0.1448], [-0.2391, -0.1568, 0.2182], [-0.2428, 0.1101, 0.1544], [0.0329, -0.0693, -0.2649], [0.2565, -0.0633, 0.1004], [0.1811, 0.2124, 0.0864], [-0.2104, -0.1424, 0.1620], [-0.0362, -0.1233, -0.2512], [0.0419, -0.1334, -0.2296], [-0.2730, 0.0548, 0.1083], [0.2480, -0.0068, 0.1854], [-0.0144, -0.0438, -0.2118], [-0.0513, 0.2712, 0.0481], [-0.0009, -0.2019, 0.2160], [0.2995, 0.0134, 0.1551], [-0.1516, -0.2617, -0.0599], [-0.1172, 0.2790, 0.0186], [-0.0530, -0.0959, -0.2662], [0.0830, -0.1660, 0.2219], [-0.0488, 0.2693, -0.0151], [-0.0777, -0.0940, -0.2153], [-0.1731, -0.1519, 0.2073], [0.2388, 0.1501, 0.0874], [-0.0236, 0.3322, 0.0352], [0.2093, -0.1544, -0.1433], [-0.2210, -0.1272, 0.2570], [0.4486, 0.2956, -0.2397], [-1.2105, 0.0520, -0.3205], [-0.6419, -0.6554, -0.6362], [0.5085, -0.3449, 0.2282], [-0.0770, 1.3948, 1.0339]]}

Record 2
{"formula": "C24H57Br2F3N2O14", "method": "the ωB97M-V functional and the def2-TZVPD basis", "total_charge": 0, "lumo_ev": -0.9, "orbital_gap_ev": 8.5, "e_above_lowest_ev": 0.0000, "homo_ev": -9.395, "energy_ev": -205690.4355, "fmax_ev_per_a": 0.881, "symbols": ["O", "C", "Br", "C", "C", "C", "C", "F", "F", "F", "C", "C", "Br", "C", "N", "C", "C", "N", "C", "H", "H", "H", "H", "H", "C", "O", "H", "H", "H", "H", "C", "O", "H", "H", "H", "H", "C", "O", "H", "H", "H", "H", "C", "O", "H", "H", "H", "H", "C", "O", "H", "H", "H", "H", "C", "O", "H", "H", "H", "H", "C", "O", "H", "H", "H", "H", "C", "O", "H", "H", "H", "H", "C", "O", "H", "H", "H", "H", "C", "O", "H", "H", "H", "H", "C", "O", "H", "H", "H", "H", "C", "O", "H", "H", "H", "H", "C", "O", "H", "H", "H", "H"], "xyz": [[-1.30538, -2.01491, -3.33114], [-1.69563, -0.90960, -3.36462], [-3.30820, -0.42673, -2.37674], [-1.08121, 0.23291, -4.13851], [0.39853, 0.32527, -3.86863], [1.36255, -0.21458, -4.69789], [1.00413, -0.88271, -6.00299], [0.30733, -0.05910, -6.81268], [2.09197, -1.25780, -6.69274], [0.25608, -1.98274, -5.85203], [2.73109, -0.14567, -4.37085], [3.11809, 0.48294, -3.21834], [4.94498, 0.59915, -2.76848], [2.17801, 1.04993, -2.33183], [2.58113, 1.59586, -1.14962], [1.63705, 2.02432, -0.37158], [0.26595, 1.96608, -0.71802], [-0.14661, 1.45973, -1.83777], [0.81268, 0.97198, -2.67618], [-1.27308, 0.10728, -5.19558], [-1.57643, 1.14359, -3.83500], [3.47984, -0.57226, -5.01164], [1.91514, 2.40730, 0.59775], [-0.47174, 2.32132, -0.01287], [1.21352, -1.28517, 1.38297], [0.97527, 0.07441, 1.73220], [0.55808, -1.52905, 0.54850], [2.24953, -1.44118, 1.06997], [0.98587, -1.95770, 2.21200], [1.55381, 0.27465, 2.47891], [3.29105, 1.03531, 4.81180], [2.88013, 2.18656, 4.06848], [3.76798, 0.35175, 4.11690], [4.01409, 1.31762, 5.57867], [2.43767, 0.53987, 5.28248], [2.49407, 2.80591, 4.69748], [-3.39612, -0.71570, 1.80590], [-3.14533, 0.45078, 1.01693], [-4.46909, -0.76053, 1.98440], [-3.08826, -1.61929, 1.27204], [-2.88278, -0.64965, 2.76972], [-2.19895, 0.49255, 0.85465], [4.94199, 3.33975, 0.69489], [3.92265, 3.91898, 1.51985], [4.93049, 3.87131, -0.25196], [5.92627, 3.45743, 1.15263], [4.73629, 2.28338, 0.50348], [3.91793, 3.45840, 2.36471], [-6.88472, 0.48458, 0.78375], [-6.38489, 1.57594, 1.55133], [-7.91723, 0.70373, 0.52326], [-6.30031, 0.36820, -0.13114], [-6.85020, -0.44317, 1.36196], [-5.46526, 1.38634, 1.76319], [5.47185, -0.04388, 1.31279], [5.65438, 0.55262, 2.59617], [5.71778, -1.09930, 1.38873], [4.43848, 0.05714, 0.96906], [6.13434, 0.42575, 0.58136], [5.45703, 1.48982, 2.51725], [1.46190, -4.39673, -8.45407], [0.85749, -3.20104, -8.92947], [1.86401, -4.91993, -9.31777], [2.28059, -4.18223, -7.76080], [0.73429, -5.04512, -7.95816], [0.49964, -2.73461, -8.17072], [-2.63948, -0.47449, 5.87784], [-1.70741, -0.34071, 4.80781], [-3.01327, -1.49471, 5.85210], [-2.16461, -0.29904, 6.84656], [-3.48201, 0.21190, 5.76087], [-1.37289, 0.56044, 4.81321], [1.53123, -3.54517, -2.87949], [1.60134, -4.02174, -1.53900], [2.52033, -3.66182, -3.31855], [0.81239, -4.11852, -3.46877], [1.25126, -2.49068, -2.90844], [0.72758, -3.92380, -1.15160], [-9.03624, -2.33670, -0.20004], [-7.72215, -2.77471, -0.51653], [-8.94294, -1.52839, 0.52027], [-9.55129, -1.96370, -1.08930], [-9.62600, -3.14356, 0.24478], [-7.80315, -3.49821, -1.14669], [4.30338, 3.89472, 7.28863], [3.19901, 3.99086, 6.38794], [4.52115, 2.83931, 7.42345], [5.18821, 4.38837, 6.88203], [4.05836, 4.33012, 8.25933], [2.99888, 4.92306, 6.26803], [-9.53953, -6.37380, -0.05801], [-8.42355, -5.57350, -0.43398], [-10.00865, -6.72428, -0.97334], [-9.22803, -7.23977, 0.53083], [-10.27112, -5.79571, 0.51334], [-7.99530, -5.25193, 0.36512], [5.98339, 7.35615, 0.29214], [6.08938, 6.18454, 1.09022], [6.97406, 7.79985, 0.23309], [5.64435, 7.12183, -0.72126], [5.29959, 8.08417, 0.73715], [5.21216, 5.78957, 1.15390]], "forces_ev_per_angstrom": [[0.4131, -0.7706, 0.1071], [-0.5569, 0.4631, -0.0848], [0.0286, 0.0317, -0.0449], [0.1227, 0.4326, 0.1897], [0.1194, -0.1333, -0.3769], [-0.0617, 0.0749, 0.1677], [0.1140, 0.2075, -0.1838], [-0.0160, 0.0909, -0.0207], [0.0658, 0.0155, 0.0607], [-0.2002, -0.2349, 0.1493], [-0.0442, 0.3958, 0.5106], [0.2154, -0.0420, -0.0464], [0.0529, -0.0832, -0.0858], [-0.1655, -0.1179, -0.0261], [-0.0470, -0.0650, -0.2209], [0.2064, 0.0104, 0.2884], [-0.1717, -0.1426, -0.0850], [-0.0486, -0.0505, -0.0461], [0.1447, -0.1946, 0.0226], [-0.1679, -0.3204, -0.1771], [0.0200, 0.2174, 0.0809], [0.0609, -0.0856, -0.1738], [0.1353, 0.2079, 0.0934], [-0.1356, 0.1209, 0.0213], [0.0343, -0.0046, -0.0601], [0.1210, -0.0728, 0.1874], [0.0013, 0.0213, -0.0243], [-0.0273, -0.0367, -0.0432], [-0.0299, -0.0302, 0.0156], [-0.1378, 0.2128, -0.0637], [-0.1046, 0.2428, -0.0392], [-0.0766, -0.3024, -0.2449], [0.0811, -0.0145, -0.0208], [0.0325, -0.0984, 0.0385], [-0.0064, 0.0170, 0.0328], [0.2214, 0.1346, 0.0929], [0.1985, 0.1897, 0.0095], [-0.1930, -0.0529, 0.1505], [-0.0244, -0.0422, -0.0706], [-0.0647, -0.0267, 0.0669], [-0.0274, -0.1324, -0.1003], [0.0305, 0.0243, -0.0245], [-0.2325, -0.1720, 0.2669], [0.1989, 0.1315, -0.2723], [0.0245, -0.0256, -0.0532], [0.0881, 0.0183, -0.0657], [-0.0146, 0.1283, -0.1249], [-0.1871, -0.0773, 0.2184], [0.3786, 0.1945, 0.1728], [-0.1663, -0.0669, 0.0590], [-0.0106, 0.0609, 0.0199], [-0.0875, -0.1628, -0.0631], [-0.0672, -0.0847, -0.1289], [0.0790, 0.0809, -0.1283], [0.0616, 0.3086, 0.0775], [-0.0427, -0.2759, -0.0481], [0.0351, -0.0128, 0.1063], [-0.0159, -0.0441, -0.0676], [-0.0357, -0.1358, -0.1057], [0.0282, 0.0296, -0.0061], [-0.0738, 0.1604, 0.0368], [0.0417, -0.1410, -0.0269], [0.0079, -0.0061, -0.0235], [0.0130, -0.0414, -0.0023], [0.0276, -0.0340, -0.0011], [-0.0444, 0.0424, 0.0044], [0.1047, 0.1051, -0.0998], [-0.0221, -0.0220, 0.1474], [0.0030, -0.0216, -0.0126], [-0.0304, -0.0208, 0.0122], [-0.0244, -0.0246, 0.0272], [0.0114, -0.0048, -0.0507], [-0.0039, -0.0543, 0.1363], [0.0468, 0.0579, -0.0551], [0.0272, -0.0175, 0.0408], [-0.0055, 0.0493, -0.0544], [-0.0060, 0.0300, -0.0732], [-0.0316, -0.0404, 0.0123], [0.1734, -0.1342, -0.1271], [-0.0150, 0.1483, 0.0612], [-0.0213, 0.0183, 0.0181], [-0.0767, 0.0323, 0.0554], [-0.0647, 0.0355, -0.0068], [-0.0107, -0.0894, 0.0572], [-0.0851, 0.0733, -0.0962], [-0.0091, 0.0089, 0.0783], [-0.0112, -0.0340, -0.0033], [0.0214, -0.0219, 0.0149], [0.0201, -0.0186, 0.0186], [-0.0307, 0.0112, -0.0273], [0.1361, 0.0943, 0.0324], [-0.1110, -0.1167, -0.0154], [0.0015, -0.0005, -0.0263], [-0.0340, -0.0201, -0.0057], [-0.0271, -0.0300, -0.0076], [0.0383, 0.0641, -0.0232], [-0.0406, -0.1641, 0.0975], [-0.0685, 0.1550, -0.0983], [0.0245, 0.0082, -0.0011], [0.0100, 0.0434, -0.0154], [0.0113, 0.0381, -0.0289], [-0.0179, -0.0694, 0.1523]]}